1.
{"formula": "C17H38BO3", "method": "wB97M-V/def2-TZVPD", "symbols": ["C", "O", "C", "C", "C", "C", "C", "B", "C", "C", "C", "C", "C", "C", "C", "C", "O", "C", "H", "H", "H", "H", "H", "H", "H", "H", "H", "H", "H", "H", "H", "H", "H", "H", "H", "H", "H", "H", "H", "H", "H", "H", "H", "H", "H", "H", "H", "H", "H", "H", "H", "C", "C", "O", "H", "H", "H", "H", "H"], "positions_angstrom": [[5.71392, -1.12047, 1.91192], [6.40266, 0.11023, 1.94535], [7.46174, 0.22258, 1.01440], [7.08297, 0.91610, -0.30464], [6.21487, 2.18155, -0.17950], [4.71866, 2.01121, 0.12301], [3.96878, 1.00589, -0.75769], [2.49087, 0.69439, -0.35356], [1.69130, -0.52402, -0.89392], [0.71053, -1.19107, 0.09672], [-0.70574, -1.33750, -0.46121], [-1.66771, -2.07327, 0.47691], [-2.55194, -1.12887, 1.29642], [-3.71876, -0.61511, 0.45848], [-4.64546, 0.32165, 1.23426], [-5.69913, 1.02567, 0.38658], [-6.14294, 2.25771, 0.95739], [-5.21986, 3.30522, 0.80547], [5.68314, -1.53859, 0.89897], [4.68555, -0.94985, 2.24009], [6.18607, -1.85376, 2.57886], [8.24088, 0.80676, 1.51686], [7.88287, -0.77266, 0.81238], [8.03362, 1.21116, -0.76636], [6.62470, 0.20903, -1.00426], [6.66043, 2.81748, 0.59748], [6.31097, 2.74085, -1.11831], [4.58303, 1.75742, 1.17486], [4.23855, 2.98837, -0.01363], [3.91046, 1.38191, -1.79646], [4.51659, 0.06132, -0.85057], [1.92737, 1.46242, 0.38448], [1.10644, -0.11343, -1.73858], [2.34945, -1.27505, -1.34987], [1.08015, -2.18676, 0.37090], [0.67212, -0.61655, 1.03261], [-1.10494, -0.33366, -0.66120], [-0.65448, -1.83508, -1.43467], [-1.09605, -2.72385, 1.15378], [-2.31290, -2.72276, -0.12352], [-2.92823, -1.63349, 2.19472], [-1.95226, -0.27381, 1.64792], [-4.26841, -1.48087, 0.07415], [-3.32788, -0.10562, -0.42907], [-5.14323, -0.24618, 2.03043], [-4.03972, 1.08548, 1.74191], [-5.32639, 1.20570, -0.63075], [-6.59946, 0.41573, 0.28772], [-4.39966, 3.25804, 1.53475], [-5.75875, 4.24516, 0.94678], [-4.78039, 3.29814, -0.20256], [-6.51797, -2.08732, -2.01764], [-5.25546, -1.50540, -2.70073], [-4.27122, -2.38273, -2.91114], [-6.23767, -2.53983, -1.05897], [-7.29129, -1.32703, -1.84054], [-6.93880, -2.87766, -2.64691], [-4.95026, -0.63877, -2.05138], [-5.64167, -0.98619, -3.62887]], "atomic_forces_ev_per_a": [[-0.070, -0.048, -0.132], [-0.134, 0.041, 0.014], [0.072, 0.133, -0.062], [-0.067, -0.054, 0.043], [0.196, 0.014, 0.069], [-0.050, 0.040, -0.080], [0.165, 0.003, -0.075], [-0.075, 0.122, 0.085], [0.066, -0.182, -0.053], [-0.116, 0.039, 0.089], [0.052, 0.133, -0.051], [0.007, -0.177, 0.053], [0.061, 0.120, -0.065], [-0.110, -0.014, 0.030], [0.155, -0.066, 0.182], [-0.111, -0.055, -0.093], [-0.038, -0.008, -0.003], [0.049, 0.027, -0.080], [-0.041, 0.021, 0.042], [0.115, -0.006, 0.015], [-0.027, 0.044, -0.063], [-0.089, 0.012, -0.047], [0.035, 0.116, -0.032], [-0.067, -0.081, -0.009], [-0.019, 0.025, 0.128], [-0.080, -0.004, -0.084], [0.009, -0.087, 0.032], [0.041, -0.096, -0.008], [0.072, -0.065, 0.104], [0.040, -0.046, 0.078], [-0.013, -0.007, 0.021], [-0.005, -0.030, -0.013], [0.039, 0.002, 0.095], [-0.091, 0.078, -0.023], [0.032, 0.109, -0.039], [-0.034, -0.065, -0.065], [0.057, -0.109, -0.068], [-0.034, -0.017, 0.083], [-0.004, 0.055, -0.114], [-0.006, 0.041, 0.088], [-0.017, -0.002, -0.082], [-0.038, -0.110, 0.031], [-0.035, 0.135, -0.080], [-0.074, -0.024, 0.031], [0.041, 0.108, -0.009], [-0.021, -0.068, -0.099], [0.047, 0.011, 0.089], [0.115, -0.016, -0.022], [-0.054, -0.009, -0.048], [0.050, -0.068, 0.029], [-0.040, 0.038, 0.077], [0.082, -0.132, -0.008], [-0.040, 0.228, -0.029], [0.030, -0.125, 0.105], [-0.021, -0.006, -0.014], [0.002, 0.048, -0.014], [-0.001, -0.016, 0.027], [-0.039, 0.140, 0.036], [0.034, -0.089, -0.014]], "charge": -1}



2.
{"formula": "C23H25FN2O3", "method": "wB97M-V/def2-TZVPD", "symbols": ["C", "C", "C", "C", "C", "C", "C", "C", "O", "N", "C", "C", "C", "C", "C", "N", "C", "O", "C", "C", "C", "C", "C", "O", "C", "F", "C", "C", "C", "H", "H", "H", "H", "H", "H", "H", "H", "H", "H", "H", "H", "H", "H", "H", "H", "H", "H", "H", "H", "H", "H", "H", "H", "H"], "positions_angstrom": [[5.82714, 2.88356, 0.03688], [4.76435, 2.61538, -0.99436], [4.73887, 3.32195, -2.19155], [3.77058, 3.08975, -3.16331], [3.74209, 3.89845, -4.43168], [2.81009, 2.11608, -2.92293], [2.82435, 1.38741, -1.74161], [1.75500, 0.35472, -1.54988], [0.67558, 0.42471, -2.11212], [2.04672, -0.65589, -0.68182], [1.15180, -1.76924, -0.57892], [1.47827, -2.87707, 0.37744], [0.29611, -1.98085, 0.63899], [0.36411, -0.95257, 1.74473], [-0.62226, 0.17594, 1.44571], [-1.96010, -0.37461, 1.25259], [-2.80924, -0.37366, 2.31305], [-2.52701, 0.11703, 3.39477], [-4.16604, -1.00652, 2.13495], [-4.58096, -1.95090, 3.07295], [-5.84043, -2.51113, 2.98568], [-6.71229, -2.12289, 1.97534], [-6.32513, -1.17071, 1.04712], [-7.12151, -0.72829, 0.03761], [-5.04707, -0.62682, 1.14244], [-4.68609, 0.29394, 0.23408], [-2.04874, -1.31401, 0.13968], [-1.10354, -2.49222, 0.38056], [3.79463, 1.64331, -0.77865], [5.44936, 2.71785, 1.04572], [6.68342, 2.22104, -0.10760], [6.19035, 3.90868, -0.02716], [5.49142, 4.08358, -2.36870], [3.42367, 3.29138, -5.27866], [3.03894, 4.72913, -4.34145], [4.72231, 4.31726, -4.65710], [2.02973, 1.91137, -3.64527], [3.01245, -0.80082, -0.44067], [0.70695, -2.03812, -1.52994], [1.30672, -3.89454, 0.05257], [2.34079, -2.74197, 1.01995], [0.10270, -1.41207, 2.70227], [1.37398, -0.54760, 1.83389], [-0.66419, 0.89441, 2.25875], [-0.33813, 0.68466, 0.52107], [-3.90195, -2.21702, 3.87137], [-6.15916, -3.24862, 3.70976], [-7.70490, -2.55401, 1.90867], [-7.97820, -1.16335, 0.09449], [-3.07138, -1.65832, 0.02212], [-1.75824, -0.78475, -0.77152], [-1.11052, -3.15573, -0.48832], [-1.45858, -3.07089, 1.24033], [3.78317, 1.11356, 0.16768]], "atomic_forces_ev_per_a": [[0.009, -0.009, -0.001], [-0.008, -0.003, 0.009], [-0.001, 0.001, -0.007], [0.004, 0.006, -0.003], [-0.009, 0.009, 0.002], [-0.007, -0.015, 0.016], [0.020, -0.015, -0.021], [-0.138, 0.177, 0.144], [0.038, -0.029, -0.030], [0.081, -0.120, -0.050], [0.068, -0.063, -0.125], [-0.083, 0.086, 0.109], [-0.015, 0.007, -0.025], [0.009, 0.031, -0.020], [-0.006, -0.041, 0.008], [-0.034, -0.044, 0.048], [0.013, 0.020, -0.020], [-0.001, 0.006, -0.004], [-0.003, -0.034, 0.031], [0.042, 0.043, -0.019], [-0.043, -0.009, -0.016], [0.028, -0.010, 0.026], [-0.013, -0.005, -0.004], [0.010, 0.022, -0.023], [-0.012, -0.008, -0.003], [0.000, 0.007, -0.011], [0.018, 0.027, 0.023], [0.012, 0.009, -0.010], [0.005, 0.007, -0.006], [-0.003, 0.002, 0.000], [-0.001, 0.002, -0.001], [-0.004, 0.002, 0.001], [0.000, 0.001, -0.001], [0.002, -0.002, 0.000], [0.001, -0.002, 0.000], [0.003, -0.004, -0.001], [0.004, 0.006, -0.007], [0.010, -0.010, -0.024], [-0.004, -0.017, 0.011], [0.007, -0.003, 0.004], [0.003, -0.010, -0.003], [0.005, -0.009, 0.002], [-0.004, -0.004, 0.006], [0.005, 0.008, -0.007], [0.003, 0.009, -0.001], [-0.007, -0.006, 0.003], [0.004, 0.001, 0.001], [-0.002, -0.002, 0.002], [0.005, -0.004, 0.010], [-0.009, -0.002, -0.013], [-0.003, -0.002, -0.005], [-0.005, -0.005, 0.005], [0.003, -0.003, 0.001], [0.000, 0.002, 0.000]], "smiles": "Cc1cc(C)cc(C(=O)N[C@H]2CC23CCN(C(=O)c2cccc(O)c2F)CC3)c1"}



3.
{"formula": "C5H9NO2", "method": "wB97M-V/def2-TZVPD", "symbols": ["N", "C", "C", "C", "O", "C", "C", "O", "H", "H", "H", "H", "H", "H", "H", "H", "H"], "positions_angstrom": [[-0.58852, 0.96742, 0.99456], [-0.30871, 0.65141, -0.42557], [-1.58247, 0.39543, -1.20895], [-0.93215, -0.93672, -0.76049], [-0.53187, -1.44190, 0.56439], [0.92076, -1.18149, 0.58631], [1.04161, 0.11546, -0.32190], [1.82715, 1.30570, 0.18130], [-1.33500, 1.66095, 1.18680], [-0.97963, 0.07719, 1.47047], [-1.78775, 0.29120, -2.24980], [-2.32930, 0.77182, -0.69809], [-0.34433, -1.24078, -1.57606], [1.21104, -0.95714, 1.57051], [1.68387, -1.92342, 0.27461], [1.42155, -0.10124, -1.26384], [1.38280, 1.47452, 1.14163]], "atomic_forces_ev_per_a": [[-2.488, -0.610, 1.024], [-2.657, -0.786, 0.663], [4.118, -3.125, -0.201], [-0.461, 2.023, 2.715], [0.573, -1.602, -2.296], [-0.103, 1.380, -1.149], [1.538, 2.959, 1.051], [-0.985, -1.902, 2.823], [0.770, -0.287, -0.789], [0.997, 1.737, -0.965], [0.521, 0.477, -0.771], [-3.780, 1.858, 2.335], [0.812, -1.165, -0.577], [-0.014, 0.360, 1.548], [-1.246, -0.332, -0.423], [1.176, -0.439, -1.585], [1.228, -0.547, -3.402]], "smiles": "N[C@]12C[C@@H]1OC[C@@H]2O"}



4.
{"formula": "C6H12N", "method": "wB97M-V/def2-TZVPD", "symbols": ["C", "C", "C", "C", "C", "C", "N", "H", "H", "H", "H", "H", "H", "H", "H", "H", "H", "H", "H"], "positions_angstrom": [[-1.87796, -0.54061, 0.66814], [-1.50168, -0.69136, -0.76525], [-0.40721, 0.31265, -1.17956], [0.52069, 0.75152, -0.09231], [0.65886, 2.06089, 0.22525], [1.68371, -1.47833, 0.42714], [1.28715, -0.22550, 0.64918], [-1.49490, -1.35743, 1.26507], [-2.94799, -0.35633, 0.65085], [-1.49160, 0.38851, 1.03178], [-2.30961, -0.78316, -1.51842], [-1.12317, -1.67865, -0.97965], [-1.06900, 1.20098, -1.49924], [0.19281, -0.02638, -2.00776], [0.74337, 2.47632, 1.20929], [0.65104, 2.80895, -0.59424], [2.66953, -1.79744, 0.93860], [0.94977, -2.00662, -0.11395], [1.76126, 0.22120, 1.37294]], "atomic_forces_ev_per_a": [[-1.048, 0.253, -0.370], [1.305, -1.463, -1.509], [-1.989, 1.930, 0.057], [-0.963, -3.617, -0.998], [0.212, 2.097, -0.630], [0.136, 2.443, 1.553], [0.184, -0.510, -0.935], [-0.575, -0.094, 0.432], [-0.217, -0.698, 0.928], [0.391, 0.752, 0.648], [0.173, 1.210, 0.468], [0.536, -0.818, 0.409], [1.682, -0.714, 0.149], [0.386, -0.051, -0.846], [0.359, 0.031, 0.752], [-0.313, -0.453, 0.374], [-1.896, 0.074, -0.777], [0.011, -1.403, -1.272], [1.626, 1.031, 1.568]], "spin_multiplicity": 2, "s_squared": 0.759, "charge": 2}



no.,total energy (eV),largest force on an atom (eV Å⁻¹)
1,-25062.4205,0.25
2,-36097.8547,0.27
3,-10909.9679,5.17
4,-7883.0346,3.87